[1]
{
  "formula": "C29H54N3O6RuS2Si4",
  "method": "ωB97M-V with the def2-TZVPD basis set",
  "energy_ha": -3802.37432,
  "s2": 8.774,
  "spin_multiplicity": 6,
  "relative_energy_ev": 0.1559,
  "e_lumo_ev": [0.2, -1.5],
  "homo_ev": [-6.179, -7.760],
  "homo_lumo_gap_ev": [6.416, 6.295],
  "species": ["Ru", "C", "O", "C", "C", "C", "C", "C", "C", "O", "C", "O", "C", "H", "H", "H", "H", "H", "H", "H", "H", "H", "C", "Si", "C", "C", "Si", "Si", "C", "C", "C", "Si", "C", "C", "C", "H", "H", "H", "H", "H", "H", "H", "H", "H", "H", "H", "H", "H", "H", "H", "H", "H", "H", "H", "H", "H", "H", "H", "H", "H", "H", "H", "N", "H", "H", "H", "S", "C", "N", "C", "C", "C", "N", "H", "H", "H", "H", "H", "H", "H", "H", "C", "C", "C", "C", "C", "C", "C", "S", "O", "O", "O", "H", "H", "H", "H", "H", "H", "H"],
  "coordinates": [[-0.17575, 0.16946, 0.00208], [-4.34649, -4.48218, -1.93423], [-5.22050, -3.70454, -1.13654], [-4.74364, -2.52829, -0.67426], [-5.52079, -1.90882, 0.32477], [-5.08189, -0.74696, 0.88787], [-3.84927, -0.16986, 0.52152], [-3.30417, 0.96031, 1.21149], [-4.22740, 2.04562, 1.70169], [-2.08110, 1.12069, 1.40853], [-3.09487, -0.75552, -0.54670], [-2.06784, -0.14521, -1.05715], [-3.58913, -1.94267, -1.13142], [-4.77609, -5.48045, -1.96771], [-3.34674, -4.52606, -1.49561], [-4.26619, -4.08869, -2.95099], [-6.44488, -2.37679, 0.63557], [-5.66394, -0.30102, 1.68491], [-5.26751, 1.73476, 1.67945], [-4.10910, 2.89128, 1.02033], [-3.94846, 2.38302, 2.69967], [-2.98541, -2.36324, -1.91944], [-1.43548, 3.89693, 2.81868], [0.37686, 3.88023, 2.21470], [0.53350, 5.58322, 1.37416], [1.44316, 3.98858, 3.79312], [1.05006, 1.88832, 1.12654], [-0.37880, 1.78024, -1.82526], [0.01298, 0.68675, -3.32962], [0.76348, 3.30799, -1.99582], [-2.08399, 2.60396, -2.02504], [3.39365, 2.27509, 0.46287], [3.45642, 4.17404, 0.21148], [4.00252, 1.56810, -1.19108], [4.53445, 2.08913, 1.97497], [-1.52770, 4.28069, 3.83671], [-1.86249, 2.89786, 2.77141], [-2.04117, 4.53019, 2.16660], [0.18442, 6.36330, 2.05443], [-0.08000, 5.62890, 0.47133], [1.56077, 5.81480, 1.09073], [1.10844, 4.80967, 4.43043], [2.49323, 4.16660, 3.54709], [1.39996, 3.06226, 4.37263], [1.08300, 0.70060, -3.54577], [-0.52160, 1.06015, -4.20535], [-0.28594, -0.34812, -3.16314], [1.81942, 3.06233, -1.89039], [0.52255, 4.08150, -1.26314], [0.61668, 3.72869, -2.99519], [-2.88499, 1.86654, -2.03528], [-2.11056, 3.16641, -2.96055], [-2.27266, 3.30695, -1.20908], [2.72215, 4.54210, -0.50682], [4.44947, 4.45943, -0.15061], [3.29254, 4.69466, 1.15801], [3.86731, 2.28942, -1.99879], [3.46584, 0.65851, -1.45988], [5.06717, 1.32855, -1.13810], [4.60014, 3.03639, 2.51468], [5.54548, 1.81704, 1.66038], [4.17944, 1.32678, 2.66565], [3.69223, -0.45327, 0.91880], [3.08196, -0.95115, 0.28374], [3.46317, -0.78123, 1.85072], [4.63952, -0.75341, 0.70854], [0.77135, -1.15144, 2.51302], [0.28446, -0.38292, 3.94348], [-0.79736, 0.38212, 4.01077], [-1.28036, 0.99951, 5.23924], [-0.82891, 0.17904, 6.43550], [0.67992, 0.01151, 6.34802], [1.00958, -0.57585, 5.05960], [-1.26725, 0.59907, 3.13738], [-2.36827, 1.04689, 5.18592], [-0.90118, 2.02069, 5.32458], [-1.29715, -0.80667, 6.40746], [-1.10136, 0.68442, 7.36043], [1.05108, -0.64008, 7.13771], [1.16754, 0.98581, 6.45649], [1.78265, -1.21137, 4.97076], [2.34914, -7.95114, 0.33641], [1.76784, -6.59290, 0.05108], [2.28233, -5.45253, 0.66116], [1.76508, -4.19952, 0.37309], [0.73579, -4.07755, -0.54459], [0.21041, -5.20226, -1.15972], [0.72271, -6.45319, -0.85947], [0.01914, -2.48721, -0.89593], [-0.65462, -2.60856, -2.16195], [1.16070, -1.52833, -0.95046], [-0.81430, -2.19208, 0.27100], [2.90512, -7.95694, 1.27272], [3.03528, -8.24063, -0.46258], [1.56467, -8.70598, 0.38705], [3.10072, -5.54540, 1.36495], [2.15295, -3.31204, 0.85872], [-0.58729, -5.07430, -1.88006], [0.31634, -7.33271, -1.34450]]
}



[2]
{
  "formula": "C31H57Br2F5N6O6Si2",
  "method": "ωB97M-V with the def2-TZVPD basis set",
  "energy_ha": -8221.89859,
  "e_lumo_ev": 0.4,
  "homo_ev": -8.962,
  "homo_lumo_gap_ev": 9.379,
  "species": ["C", "C", "Br", "C", "Br", "Si", "C", "C", "C", "C", "C", "N", "O", "Si", "C", "F", "F", "C", "C", "C", "C", "C", "C", "F", "F", "F", "C", "H", "H", "H", "H", "H", "H", "H", "H", "H", "H", "H", "H", "H", "H", "H", "H", "H", "H", "H", "H", "H", "H", "C", "C", "O", "N", "C", "H", "H", "H", "H", "H", "H", "H", "C", "C", "O", "N", "C", "H", "H", "H", "H", "H", "H", "H", "C", "C", "O", "N", "C", "H", "H", "H", "H", "H", "H", "H", "C", "C", "O", "N", "C", "H", "H", "H", "H", "H", "H", "H", "C", "C", "O", "N", "C", "H", "H", "H", "H", "H", "H", "H"],
  "coordinates": [[-2.73905, 2.30535, 0.07270], [-1.85519, 1.59993, 1.07981], [-0.81660, 2.78416, 2.18950], [-1.79613, 0.26997, 1.22343], [-0.60531, -0.42748, 2.58029], [-2.85943, -0.90036, 0.17058], [-2.82054, -2.66060, 0.84903], [-2.12313, -3.74531, -0.03364], [-1.13518, -4.64654, 0.74404], [-0.07334, -3.84134, 1.53997], [1.33582, -4.45985, 1.47132], [2.08333, -4.03187, 2.68027], [-4.43766, -0.34906, 0.34533], [-4.97539, -0.19019, 1.93291], [-2.47069, -0.76209, -1.70790], [-3.23308, 0.29801, -2.17922], [-2.91183, -1.84554, -2.43078], [-1.02517, -0.42060, -2.02538], [0.04712, -1.18918, -1.59980], [1.34698, -0.86944, -1.92959], [1.64904, 0.24119, -2.69576], [0.57056, 1.01334, -3.10959], [0.87016, 2.22803, -3.96529], [1.25284, 3.28502, -3.23799], [-0.17504, 2.57269, -4.74171], [1.87194, 1.94120, -4.82945], [-0.73136, 0.69477, -2.78960], [-2.73197, 3.37484, 0.31015], [-2.30135, 2.21129, -0.92409], [-3.77753, 1.98059, 0.12071], [-3.86309, -2.96788, 0.97449], [-2.40693, -2.60410, 1.86258], [-2.91369, -4.42335, -0.37899], [-1.62469, -3.35802, -0.92464], [-1.73328, -5.23275, 1.45292], [-0.61725, -5.32852, 0.06050], [-0.36792, -3.82161, 2.59337], [-0.01255, -2.84968, 1.08702], [1.32997, -5.54907, 1.37938], [1.85097, -4.00487, 0.61099], [1.71166, -3.14462, 2.99897], [3.05865, -3.88420, 2.45053], [-4.63351, 1.15281, 2.43683], [-6.41881, -0.46921, 2.02218], [-4.30376, -1.17903, 2.79497], [-0.09676, -2.07445, -0.98574], [2.17671, -1.49438, -1.61257], [2.67141, 0.49571, -2.98239], [-1.48928, 1.36923, -3.17315], [-6.36179, -4.70248, 1.15400], [-6.75555, -4.15400, 2.50525], [-6.29744, -3.11164, 2.94774], [-7.65584, -4.86779, 3.23158], [-8.30687, -6.11594, 2.87980], [-5.64565, -4.02954, 0.69386], [-5.89922, -5.68458, 1.26231], [-7.23530, -4.77587, 0.50506], [-7.87586, -4.44807, 4.12108], [-9.38816, -5.96875, 2.87139], [-8.06187, -6.87330, 3.62633], [-7.99021, -6.46635, 1.90342], [-0.49317, -1.25460, -5.53006], [-0.26080, -2.74517, -5.56719], [0.77152, -3.25350, -5.16106], [-1.25645, -3.52296, -6.07482], [-2.54295, -3.10369, -6.59720], [0.37819, -0.77083, -5.10189], [-0.64473, -0.86838, -6.53956], [-1.36020, -1.02760, -4.90914], [-1.03884, -4.50672, -6.07072], [-3.33890, -3.57349, -6.01654], [-2.63191, -3.42312, -7.63746], [-2.65803, -2.02638, -6.54663], [4.07391, 2.00311, -0.33006], [4.93198, 1.19553, -1.27360], [4.44598, 0.49784, -2.15587], [6.27536, 1.26271, -1.11753], [7.02674, 2.02796, -0.13750], [3.02800, 1.84558, -0.58016], [4.23836, 1.68430, 0.69980], [4.30013, 3.06548, -0.42681], [6.78508, 0.69962, -1.78035], [7.69122, 2.71897, -0.65994], [7.62894, 1.34225, 0.46053], [6.37589, 2.59140, 0.52068], [-3.97544, 7.37290, 2.08700], [-3.09620, 6.55513, 1.17194], [-3.56017, 5.77537, 0.35424], [-1.75159, 6.71071, 1.28508], [-1.01823, 7.57620, 2.18848], [-5.01449, 7.13771, 1.87719], [-3.76589, 7.13197, 3.13002], [-3.81620, 8.43830, 1.91533], [-1.22772, 6.13330, 0.64570], [-0.40607, 8.26810, 1.60732], [-0.36127, 6.96933, 2.81422], [-1.68827, 8.14445, 2.82469], [9.04979, 2.43616, 4.26280], [8.71656, 3.22777, 3.02149], [7.56700, 3.51155, 2.72370], [9.74938, 3.62297, 2.23013], [11.16852, 3.38244, 2.41799], [8.12794, 2.19698, 4.78421], [9.55281, 1.50552, 3.99672], [9.68587, 3.02168, 4.92771], [9.45682, 4.14742, 1.42066], [11.69000, 4.33840, 2.48698], [11.55767, 2.83185, 1.55999], [11.35700, 2.81081, 3.32019]]
}